{"formula": "C32H23O5", "method": "ωB97M-V/def2-TZVPD", "symbols": ["C", "O", "C", "C", "C", "C", "C", "C", "C", "O", "C", "C", "C", "C", "C", "C", "C", "O", "C", "C", "O", "C", "C", "C", "C", "C", "C", "C", "O", "C", "C", "C", "C", "C", "C", "C", "C", "H", "H", "H", "H", "H", "H", "H", "H", "H", "H", "H", "H", "H", "H", "H", "H", "H", "H", "H", "H", "H", "H", "H"], "positions_angstrom": [[4.15208, 0.10093, 5.23619], [2.77279, 0.51639, 5.17527], [2.10547, 0.44956, 3.98939], [2.73475, 0.26941, 2.73453], [1.95452, -0.01346, 1.61422], [0.56356, -0.10624, 1.70870], [-0.27707, -0.59474, 0.53434], [0.40691, -1.58272, -0.36820], [1.19079, -2.74308, 0.08410], [1.70770, -2.94970, 1.17922], [1.25337, -3.67120, -1.10724], [1.77003, -4.95483, -1.25238], [1.54129, -5.64272, -2.44895], [0.86895, -5.01877, -3.51869], [0.43868, -3.69636, -3.40130], [0.63014, -3.04955, -2.18558], [0.21998, -1.67801, -1.79217], [-0.20380, -0.83711, -2.59860], [-0.99460, 0.46977, -0.28112], [-2.07418, -0.23587, -1.16516], [-2.55694, -1.30237, -0.81993], [-2.54410, 0.36686, -2.47658], [-2.06526, 1.55329, -3.04530], [-2.29878, 1.80785, -4.40041], [-3.00571, 0.88508, -5.18391], [-3.61273, -0.22535, -4.58157], [-3.43021, -0.44102, -3.21722], [-1.74830, 1.47651, 0.59770], [-2.92301, 1.31981, 0.88707], [-1.05268, 2.71372, 1.12898], [-0.36755, 3.58074, 0.27047], [0.14022, 4.77785, 0.78441], [0.04175, 5.06584, 2.14886], [-0.66690, 4.20659, 2.99943], [-1.25657, 3.06051, 2.47395], [-0.06053, 0.21439, 2.92715], [0.69133, 0.52285, 4.04563], [4.40918, 0.21774, 6.28987], [4.27473, -0.95257, 4.94075], [4.78562, 0.75221, 4.61752], [3.82582, 0.29864, 2.65799], [2.43075, -0.22303, 0.65077], [-1.03004, -1.21133, 1.06468], [2.33920, -5.39417, -0.43829], [1.88498, -6.66868, -2.56061], [0.67803, -5.57226, -4.43539], [-0.05893, -3.16020, -4.20721], [-0.28168, 0.99309, -0.94587], [-1.50134, 2.23667, -2.41193], [-1.89000, 2.71168, -4.85253], [-3.10437, 1.02943, -6.26006], [-4.22005, -0.93250, -5.15419], [-3.90493, -1.28022, -2.70544], [-0.26282, 3.30070, -0.77801], [0.63442, 5.47895, 0.11298], [0.48472, 5.97458, 2.56099], [-0.76357, 4.42383, 4.06375], [-1.85091, 2.39696, 3.10658], [-1.15249, 0.18393, 3.01128], [0.22827, 0.78171, 4.99707]], "atomic_forces_ev_per_a": [[-0.81, 0.32, -0.14], [0.67, 0.05, 0.36], [-0.43, -0.24, -1.32], [-0.23, 0.01, 0.89], [-0.33, 0.12, 0.11], [0.34, 0.52, -0.17], [0.30, -1.15, 0.98], [0.78, -0.75, -0.74], [-0.91, 1.37, -0.27], [-0.09, -0.36, -0.11], [0.32, -0.66, -0.68], [-0.15, 0.48, 0.25], [-0.26, 0.35, -0.59], [0.31, -0.36, 0.56], [0.03, 0.37, 0.46], [0.35, -0.82, -0.58], [0.19, 0.26, 1.58], [-0.05, -0.04, -0.29], [-0.96, 0.60, -0.74], [-0.48, -0.57, 0.24], [0.45, 1.11, 0.01], [-0.46, -0.07, -0.28], [-0.27, -0.60, 0.07], [-0.05, -0.16, 0.08], [-0.08, -0.02, 0.25], [0.05, 0.34, 0.35], [0.42, 0.11, -0.06], [-0.42, 0.11, 0.18], [0.72, -0.06, -0.08], [-0.26, 0.16, -0.08], [-0.11, -0.22, 0.63], [0.14, -0.08, 0.03], [-0.28, -0.12, -0.03], [0.02, -0.10, -0.38], [0.20, 0.01, -0.12], [0.38, -0.19, -0.31], [0.96, -0.11, 0.27], [0.12, -0.02, -0.16], [-0.12, 0.32, -0.06], [-0.07, -0.21, 0.16], [-0.43, -0.13, 0.00], [-0.19, 0.03, 0.38], [-0.27, 0.47, -0.40], [-0.18, -0.09, -0.04], [-0.02, 0.15, 0.01], [0.09, 0.05, 0.12], [0.09, -0.16, 0.08], [-0.26, -0.22, 0.40], [0.07, -0.08, -0.38], [-0.10, -0.23, 0.06], [0.02, 0.09, 0.26], [0.21, 0.35, 0.09], [0.35, 0.16, -0.24], [0.09, 0.25, 0.23], [-0.03, -0.15, 0.18], [-0.09, -0.23, -0.22], [0.03, 0.02, -0.30], [0.22, 0.26, -0.25], [0.37, -0.05, -0.11], [0.06, -0.21, -0.15]], "fmax_ev_per_a": 1.67, "charge": -1, "e_lumo_ev": 2.721, "smiles": "COc1ccc([C@H](C2=C([O-])c3ccccc3C2=O)C(C(=O)c2ccccc2)C(=O)c2ccccc2)cc1"}